Entry 1:
Density functional theory data (ωB97M-V with the def2-TZVPD basis set) for one molecule with the formula C16H20N2OS.

Summary:
highest occupied orbital energy: -0.2970 Eh
max |F|: 0.778 eV Å⁻¹
orbital gap: 8.69 eV
lowest unoccupied orbital energy: 0.60 eV
E_tot: -1204.634771 a.u.

Structure (XYZ):
```
40
C16H20N2OS ωB97M-V with the def2-TZVPD basis set
C -1.192 -2.968 -0.217
C -1.543 -1.539 -0.038
C -0.924 -0.583 0.757
C 0.254 -0.870 1.564
O 0.482 -1.979 2.010
C 1.289 0.239 1.753
N 2.347 0.034 0.770
C 3.599 0.656 1.158
C 4.745 0.143 0.301
S 4.538 0.654 -1.429
C 2.887 -0.080 -1.616
C 1.938 0.456 -0.557
C -1.642 0.646 0.545
C -1.600 1.925 1.101
C -2.491 2.879 0.660
C -3.442 2.590 -0.316
C -3.541 1.325 -0.855
C -2.649 0.359 -0.410
N -2.557 -0.971 -0.743
C -3.380 -1.658 -1.698
H -0.283 -3.188 0.336
H -1.050 -3.205 -1.271
H -1.985 -3.606 0.174
H 1.723 0.110 2.747
H 0.854 1.242 1.670
H 3.806 0.391 2.199
H 3.552 1.758 1.081
H 5.696 0.554 0.636
H 4.782 -0.946 0.327
H 2.542 0.179 -2.615
H 2.988 -1.162 -1.525
H 0.939 0.058 -0.753
H 1.889 1.559 -0.635
H -0.899 2.173 1.882
H -2.457 3.872 1.084
H -4.120 3.364 -0.643
H -4.295 1.102 -1.594
H -3.661 -2.639 -1.314
H -2.854 -1.791 -2.648
H -4.285 -1.082 -1.878
```

=====

Entry 2:
Density functional theory data (ωB97M-V with the def2-TZVPD basis set) for a 2-piece molecular cluster, C5H15N2O overall in a non-equilibrium geometry.

Summary:
highest occupied orbital energy (spin up / spin down): -0.4270 / -0.4270 Eh
max |F|: 6.111 eV Å⁻¹
net charge: +1
orbital gap (spin up / spin down): 8.59 / 8.59 eV
lowest unoccupied orbital energy (spin up / spin down): -3.03 / -3.03 eV
E_tot: -383.847332 a.u.

Structure (XYZ):
```
23
C5H15N2O ωB97M-V with the def2-TZVPD basis set
C 1.605 1.180 -2.048
C -1.900 -1.027 -0.124
C -0.798 -1.097 2.209
C 0.460 0.269 -1.804
C 0.074 0.399 0.518
N 1.315 0.695 0.907
N -0.627 -0.909 0.733
O -0.796 1.470 0.601
H 1.682 2.187 -1.573
H 2.413 0.532 -1.508
H 1.913 1.099 -3.062
H -2.551 -1.831 0.336
H -2.288 -0.018 -0.038
H -1.529 -1.266 -1.162
H -1.521 -0.406 2.750
H -1.238 -2.090 2.502
H 0.189 -0.866 2.609
H 0.825 -0.767 -1.935
H -0.590 0.513 -2.041
H 1.825 1.381 0.315
H 2.046 0.144 1.314
H -0.194 -1.674 0.373
H -0.315 2.082 0.129
```